No. 1
{"formula": "C7H6MnO6S", "method": "ωB97M-V/def2-TZVPD", "homo_ev": [-16.1, -17.5], "de_lowest_ev": 1.037, "homo_lumo_gap_ev": [7.78, 5.29], "total_charge": 2, "e_lumo_ev": [-8.34, -12.19], "s_squared": 8.83, "spin_multiplicity": 6, "species": ["O", "C", "Mn", "O", "C", "C", "O", "C", "O", "C", "O", "C", "S", "C", "O", "H", "H", "H", "H", "H", "H"], "coordinates": [[0.001, 3.007, 0.021], [0.021, 1.851, -0.019], [0.013, -0.004, -0.140], [-0.001, 0.000, -3.125], [0.015, 0.001, -1.961], [0.008, -1.836, -0.089], [-0.003, -3.005, -0.024], [-1.836, 0.000, 0.009], [-2.994, 0.003, 0.011], [1.847, -0.004, -0.010], [3.007, -0.001, 0.012], [0.533, 0.705, 4.243], [0.031, 0.185, 2.648], [0.038, -1.607, 2.933], [-1.359, 0.723, 2.424], [1.477, 0.220, 4.531], [-0.328, 0.372, 4.857], [0.585, 1.807, 4.196], [0.072, -1.729, 4.032], [-0.833, -2.107, 2.474], [0.949, -2.064, 2.493]], "forces_ev_per_angstrom": [[0.078, -4.497, -0.254], [-0.134, 10.687, 1.037], [-0.644, 0.939, 2.225], [0.044, -0.011, 5.552], [0.063, -0.039, -10.936], [-0.010, -12.105, 0.695], [0.051, 5.508, -0.494], [-10.406, -0.110, 0.746], [4.583, 0.000, -0.190], [10.376, -0.258, 0.966], [-4.440, 0.038, -0.238], [-0.247, 0.784, 0.556], [-0.436, -0.706, 0.261], [0.170, -0.552, 0.080], [0.884, -0.504, -0.403], [-0.279, 0.264, -0.126], [0.573, 0.305, 0.057], [0.152, -0.495, 0.316], [-0.246, -0.195, -0.598], [0.181, 0.474, 0.424], [-0.314, 0.473, 0.322]]}

=====

No. 2
{"formula": "C10H30O10", "method": "ωB97M-V/def2-TZVPD", "smiles": "OCCO.OCCO.OCCO.OCCO.OCCO", "homo_ev": -9.8, "de_lowest_ev": 1.099, "homo_lumo_gap_ev": 10.07, "e_lumo_ev": 0.26, "species": ["C", "C", "O", "O", "H", "H", "H", "H", "H", "H", "C", "C", "O", "O", "H", "H", "H", "H", "H", "H", "C", "C", "O", "O", "H", "H", "H", "H", "H", "H", "C", "C", "O", "O", "H", "H", "H", "H", "H", "H", "C", "C", "O", "O", "H", "H", "H", "H", "H", "H"], "coordinates": [[13.223, -18.217, 0.633], [14.257, -18.530, -0.424], [14.015, -17.826, -1.636], [11.890, -18.380, 0.106], [13.352, -17.195, 0.999], [13.271, -18.907, 1.477], [14.227, -19.602, -0.638], [15.251, -18.273, -0.053], [13.084, -17.566, -1.602], [11.644, -19.200, 0.550], [9.606, -21.649, 0.953], [10.351, -21.699, 2.265], [11.352, -20.657, 2.357], [8.951, -20.397, 0.776], [8.814, -22.400, 1.049], [10.264, -21.904, 0.118], [10.814, -22.647, 2.534], [9.663, -21.423, 3.068], [12.131, -21.035, 1.907], [9.329, -19.815, 1.449], [17.099, -15.915, 0.056], [15.709, -15.281, -0.018], [15.497, -14.223, 0.899], [17.390, -16.557, 1.287], [17.783, -15.062, -0.043], [17.141, -16.582, -0.814], [14.890, -15.993, 0.030], [15.629, -14.884, -1.037], [15.972, -13.445, 0.600], [18.348, -16.619, 1.324], [13.571, -24.231, 0.853], [13.592, -22.862, 0.150], [13.652, -21.811, 1.130], [14.749, -24.365, 1.649], [13.675, -25.013, 0.102], [12.697, -24.285, 1.507], [12.752, -22.654, -0.510], [14.505, -22.786, -0.443], [14.531, -21.825, 1.522], [14.632, -23.831, 2.443], [8.771, -15.882, -1.398], [9.499, -15.213, -0.258], [10.418, -14.245, -0.772], [9.705, -16.690, -2.148], [8.487, -15.150, -2.156], [7.966, -16.453, -0.946], [10.159, -15.997, 0.152], [8.834, -14.883, 0.545], [11.026, -13.972, -0.081], [10.541, -16.225, -2.017]], "forces_ev_per_angstrom": [[-0.413, 0.065, 0.076], [-0.131, -0.392, -0.166], [-0.063, 0.365, 0.404], [0.697, -0.009, 0.339], [-0.157, -0.003, -0.017], [0.658, 0.198, 0.113], [0.080, -0.120, 0.044], [0.076, -0.003, -0.011], [0.004, -0.191, -0.242], [-0.826, 0.003, -0.350], [-0.602, -0.444, 0.576], [0.380, 1.355, 0.804], [0.085, -0.610, -0.679], [0.572, -0.179, 0.239], [0.135, -0.164, -0.389], [-0.057, 0.184, -0.157], [-0.179, -0.282, -0.356], [-0.224, -0.313, -0.022], [0.083, 0.287, 0.220], [-0.068, 0.194, -0.308], [-0.660, 0.826, 0.065], [0.383, 0.294, -0.530], [-0.262, -0.271, 0.373], [-0.271, -0.149, -0.265], [0.189, -0.224, -0.403], [0.393, -0.089, 0.111], [0.064, -0.060, 0.525], [0.099, -0.095, -0.096], [0.071, -0.023, -0.046], [-0.019, -0.135, 0.204], [0.634, 0.952, -0.203], [0.751, -0.063, 0.391], [-0.345, -0.079, -0.047], [-0.039, 0.199, 0.099], [-0.587, -0.140, 0.114], [-0.213, -0.398, -0.349], [-0.220, -0.157, 0.185], [-0.044, -0.199, -0.180], [-0.003, 0.078, -0.051], [0.018, -0.169, 0.012], [1.291, 0.604, -0.666], [1.283, -0.961, 0.316], [-0.621, 0.430, -0.283], [-0.299, -0.171, 0.710], [-0.959, 0.293, 0.524], [-0.141, -0.334, -0.548], [-0.572, -0.145, 0.338], [-0.016, 0.502, -0.251], [-0.003, -0.072, 0.098], [0.052, -0.183, -0.265]]}

=====

No. 3
{"formula": "C3H5Cl", "method": "ωB97M-V/def2-TZVPD", "homo_ev": [-7.8, -9.9], "de_lowest_ev": 1.504, "homo_lumo_gap_ev": [8.93, 9.25], "e_lumo_ev": [1.13, -0.65], "s_squared": 2.00, "spin_multiplicity": 3, "species": ["C", "C", "C", "Cl", "H", "H", "H", "H", "H"], "coordinates": [[0.052, 0.505, 0.706], [0.005, -0.901, 0.222], [1.116, 0.018, -0.167], [2.753, 0.053, 0.029], [-0.723, 1.322, 0.327], [0.457, 0.853, 1.613], [0.241, -1.796, 0.716], [-0.641, -1.029, -0.584], [0.361, 0.434, -2.568]], "forces_ev_per_angstrom": [[-1.094, 3.138, -1.238], [1.823, 0.537, -0.584], [-1.926, -0.085, -0.192], [1.113, -0.177, 0.254], [1.461, -2.026, 0.504], [0.038, -0.245, 1.577], [0.071, -0.823, 1.241], [-1.352, -0.378, -1.196], [-0.134, 0.059, -0.367]]}

=====

No. 4
{"formula": "CrFHO2P", "method": "ωB97M-V/def2-TZVPD", "homo_ev": [-9.6, -10.4], "homo_lumo_gap_ev": [5.87, 9.28], "e_lumo_ev": [-3.74, -1.07], "s_squared": 4.18, "spin_multiplicity": 4, "species": ["P", "F", "O", "O", "Cr", "H"], "coordinates": [[0.203, -1.403, -0.164], [-1.008, -1.547, -1.386], [0.986, -0.113, -0.701], [-0.664, -0.714, 0.992], [0.068, 1.055, 0.588], [0.414, 2.723, 0.670]], "forces_ev_per_angstrom": [[-2.353, 0.374, -1.700], [1.793, 0.021, 1.663], [-0.491, 1.119, 1.091], [0.251, 0.754, 0.122], [1.333, -1.850, -1.261], [-0.533, -0.417, 0.086]]}

=====

No. 5
{"formula": "CH8N3S2", "method": "ωB97M-V/def2-TZVPD", "homo_ev": -13.1, "de_lowest_ev": 0.233, "homo_lumo_gap_ev": 9.85, "total_charge": 1, "e_lumo_ev": -3.24, "species": ["N", "C", "N", "N", "H", "H", "H", "H", "H", "H", "S", "S", "H", "H"], "coordinates": [[-0.100, -0.906, 0.605], [0.449, -1.030, -0.595], [1.689, -1.505, -0.742], [-0.237, -0.693, -1.688], [0.465, -0.974, 1.437], [-0.979, -0.428, 0.657], [2.270, -1.645, 0.073], [2.192, -1.253, -1.579], [-1.109, -0.201, -1.588], [-0.012, -1.073, -2.585], [-1.260, 1.648, 2.309], [-0.292, 2.754, 0.840], [-1.825, 2.677, 2.959], [-1.250, 2.628, -0.102]], "forces_ev_per_angstrom": [[0.378, -0.072, -0.409], [0.326, 0.036, -0.148], [0.139, 0.115, 0.152], [-0.243, 0.205, 0.511], [-0.132, 0.118, 0.015], [-0.380, -0.010, 0.401], [-0.136, -0.122, -0.078], [-0.047, -0.162, -0.030], [-0.062, -0.129, -0.129], [0.170, -0.023, -0.260], [0.225, 0.320, -0.122], [-0.267, -0.369, -0.015], [-0.088, -0.105, -0.001], [0.118, 0.200, 0.112]]}

=====

No. 6
{"formula": "C3H3O2P", "method": "ωB97M-V/def2-TZVPD", "smiles": "C#CP=O.C=O", "homo_ev": -10.3, "de_lowest_ev": 3.035, "homo_lumo_gap_ev": 8.89, "e_lumo_ev": -1.42, "species": ["C", "C", "C", "O", "O", "P", "H", "H", "H"], "coordinates": [[0.741, 1.300, -0.683], [0.272, 2.321, -0.983], [-1.202, -1.643, 0.389], [2.010, 0.055, 1.334], [-2.380, -1.668, 0.183], [1.846, -0.078, -0.110], [-0.746, -1.808, 1.425], [-0.356, -1.746, -0.272], [-0.185, 3.267, -1.283]], "forces_ev_per_angstrom": [[2.788, -5.008, 1.945], [-2.606, 5.293, -1.764], [0.237, -1.670, 2.656], [-0.062, 0.114, 0.721], [0.571, 0.509, -0.511], [-0.501, 0.490, -1.222], [-0.892, 0.671, -0.338], [0.052, 0.488, -1.778], [0.413, -0.887, 0.291]]}

=====

No. 7
{"formula": "C6H14O", "method": "ωB97M-V/def2-TZVPD", "smiles": "C=CCCCOC.[H][H]", "homo_ev": -9.1, "de_lowest_ev": 3.461, "homo_lumo_gap_ev": 10.22, "e_lumo_ev": 1.11, "species": ["C", "C", "C", "C", "C", "O", "C", "H", "H", "H", "H", "H", "H", "H", "H", "H", "H", "H", "H", "H", "H"], "coordinates": [[2.216, 0.719, 2.458], [1.072, 0.242, 1.978], [0.123, 1.008, 1.123], [-0.993, 0.311, 0.323], [-0.708, -0.312, -1.052], [-1.937, -0.814, -1.546], [-1.816, -1.448, -2.796], [2.594, 1.701, 2.168], [2.547, 0.386, 0.347], [2.789, 0.167, 3.189], [0.655, -0.700, 2.322], [-0.271, 1.359, 2.107], [0.538, 1.889, 0.616], [2.065, 0.511, -0.208], [-1.796, 1.043, 0.170], [-1.410, -0.483, 0.952], [-0.302, 0.428, -1.763], [0.026, -1.131, -0.973], [-1.451, -0.761, -3.577], [-2.809, -1.804, -3.088], [-1.132, -2.311, -2.751]], "forces_ev_per_angstrom": [[-0.229, -0.064, 0.414], [0.632, -0.462, -0.053], [-0.456, 0.383, 0.950], [-0.043, -0.039, 0.172], [0.330, 0.156, 0.236], [0.040, 0.064, 0.139], [0.022, -0.112, -0.213], [-0.041, -0.292, -0.052], [0.053, -0.024, -0.804], [0.014, -0.007, 0.075], [0.265, -0.164, 0.075], [-1.241, 0.791, -1.053], [0.121, -0.352, 0.169], [0.488, -0.003, -0.547], [0.094, -0.147, 0.051], [-0.064, 0.035, -0.071], [-0.010, -0.043, 0.176], [-0.051, 0.105, 0.007], [-0.029, -0.060, 0.185], [0.196, 0.087, 0.117], [-0.092, 0.147, 0.028]]}

=====

Number 1: strongest force on any atom 12.1 eV/A. Number 2: strongest force on any atom 1.6 eV/A. Number 3: strongest force on any atom 3.5 eV/A. Number 4: strongest force on any atom 2.9 eV/A. Number 5: strongest force on any atom 0.6 eV/A. Number 6: strongest force on any atom 6.2 eV/A. Number 7: strongest force on any atom 1.8 eV/A.